Record 1
Entry from the Open Molecules 2025 dataset: a cluster of 12 separate species, C17H58O12 in total at a distorted geometry (ωB97M-V/def2-TZVPD).

CARTESIAN COORDINATES (ANGSTROEM)
H -0.23 5.12 -4.65
H 0.74 -3.21 -0.66
H 0.14 2.65 1.26
H -1.35 -0.27 2.60
H 3.44 3.04 2.59
H -2.63 -0.31 -0.01
O -3.57 0.94 -0.93
H -1.38 0.91 3.87
C 1.70 -0.32 -1.56
O 1.00 0.97 5.26
H 0.74 -4.75 3.52
C 4.44 2.35 0.53
H -2.90 -1.58 3.40
H -3.72 0.05 3.33
H 5.20 1.62 0.91
H -1.48 -0.77 -4.61
H 2.85 1.47 1.76
H -0.08 2.96 3.60
H 1.42 0.84 3.11
H 1.12 -1.10 -2.11
C 0.74 0.41 -0.53
H -0.38 -3.84 -4.53
C 3.28 2.48 1.59
C -0.47 4.46 -3.83
H 1.19 5.14 -2.71
C -0.15 0.49 -3.98
H 1.50 3.70 -3.61
H -3.31 -2.57 -0.89
C -0.36 3.61 2.80
H 1.26 1.87 5.49
H -0.84 -0.75 4.30
O 0.69 -0.34 0.64
O 0.58 -4.30 2.68
H -0.11 0.79 -0.91
H 0.12 1.57 -3.98
O -0.68 2.93 1.63
H -2.96 0.16 5.58
H -1.22 4.97 -3.22
H 2.26 4.08 1.40
H -1.39 -3.04 -3.25
H -3.36 2.67 -1.95
H 0.35 -3.30 -2.99
O 2.35 3.28 0.88
H -4.39 0.79 -1.50
H 0.90 -4.92 0.88
O 0.47 3.41 -1.84
H 4.94 3.35 0.34
H -0.33 0.32 -2.86
H 1.63 -0.61 3.97
C 1.73 0.48 4.12
C 0.80 4.23 -2.99
H 1.03 -2.40 2.36
C -1.53 -0.18 3.67
O -2.22 -5.26 -2.89
C -2.29 -2.10 -0.94
H 3.98 2.05 -0.45
O -2.20 -1.16 0.16
H 2.16 -3.02 0.39
C 0.33 -2.96 2.92
H -1.08 3.68 -4.28
H -2.25 -1.47 -1.75
H -0.29 -5.72 -3.36
H -0.60 -4.99 -1.74
C -0.85 -4.99 -2.79
O -1.32 0.13 -4.78
H -1.82 1.93 -1.70
H -1.46 -2.79 -1.08
H 0.69 -2.77 3.82
H 2.61 -0.67 -1.15
H 1.97 0.36 -2.39
H -2.46 -6.22 -2.83
C -2.84 1.72 -1.89
C 1.74 -3.52 -0.35
O -3.41 -0.60 5.20
H 0.66 -0.15 -4.24
H 1.21 3.36 -1.21
H 2.80 0.84 4.31
C -2.97 -0.61 3.86
C -0.59 -3.65 -3.44
H -1.17 4.15 3.20
O 1.41 -4.85 0.09
H -0.01 -1.01 0.61
H 1.20 1.38 -0.30
H -2.94 1.28 -2.87
H 2.39 -3.53 -1.27
H 0.47 4.18 2.52
H -0.66 -2.58 2.63

Computed properties:
Spin multiplicity: 1
Lowest unoccupied orbital energy (eV): 0.3
HOMO energy (eV): -9.63
Calculated total energy (eV): -43131.4837
Structure (SMILES): CCO.CCO.CCO.CCO.CCO.CO.CO.CO.CO.CO.CO.CO
ΔE to the lowest compared entry with this formula, charge and spin (eV): 7.204

=====

Record 2
Entry from the Open Molecules 2025 dataset: a structure of composition C17H5BrF7N4S2Se2Y at a distorted geometry (ωB97M-V/def2-TZVPD).

CARTESIAN COORDINATES (ANGSTROEM)
H -4.80 -3.68 0.06
C -4.55 -1.52 -0.07
S 1.65 -2.17 -1.20
F 4.58 0.69 -1.99
C 3.41 1.15 -1.34
S 0.54 0.17 -3.43
F -1.53 1.15 2.51
H -2.21 -4.08 -0.06
H -5.61 -1.46 0.04
C -0.38 2.98 3.50
C -3.67 -0.38 -0.33
F 3.15 3.56 3.92
Br 0.57 3.06 -0.46
H -0.66 -2.19 -0.20
C -2.19 -0.70 -0.37
C 1.71 -2.25 -2.94
C 2.01 1.68 3.01
F -1.54 3.65 3.74
H 3.57 2.25 -1.34
C 2.43 -3.39 -3.49
C -1.75 -2.07 -0.30
N -1.40 0.34 -0.46
N 3.01 -4.37 -3.66
C 0.83 1.10 2.60
F 0.76 4.78 4.54
C -4.03 -2.83 -0.05
Se -2.41 1.81 -0.64
Se 0.90 -0.71 1.95
C 1.30 -1.34 -3.80
C 0.81 3.60 3.84
C -0.37 1.77 2.85
C -2.63 -3.11 -0.21
N -3.96 0.86 -0.50
C 2.02 2.93 3.63
N 1.18 -2.05 -6.32
F 3.17 1.06 2.80
Y 1.27 0.47 -0.72
C 1.29 -1.62 -5.23
F 3.54 0.90 0.10

Computed properties:
Net charge: -2
Spin multiplicity: 1
Lowest unoccupied orbital energy (eV): 3.5
HOMO energy (eV): -2.00
Calculated total energy (eV): -266145.4222
ΔE to the lowest compared entry with this formula, charge and spin (eV): 0.236

=====

Record 3
Entry from the Open Molecules 2025 dataset: a cluster of 14 separate species, C17H62N10O14 in total at a distorted geometry (ωB97M-V/def2-TZVPD).

CARTESIAN COORDINATES (ANGSTROEM)
H -17.08 11.94 5.05
H -8.11 10.93 12.85
H -11.42 11.19 10.35
H -11.09 14.59 11.41
H -15.57 10.17 13.66
N -12.06 11.41 9.61
H -15.99 9.69 10.09
O -12.52 7.29 5.52
H -15.20 11.18 9.60
H -14.16 8.16 7.19
C -12.38 10.47 8.82
N -8.06 5.71 9.26
C -15.49 13.97 7.38
H -13.70 11.70 7.74
H -11.30 10.94 5.29
H -9.49 13.69 11.49
H -12.91 10.80 12.25
H -14.14 10.30 11.30
H -8.84 11.64 9.13
H -12.31 14.26 6.00
N -13.02 9.44 4.69
H -14.87 14.94 11.59
H -13.62 13.94 7.39
C -16.73 11.04 5.54
H -7.25 10.40 11.47
H -10.61 7.12 12.31
O -7.65 12.83 10.08
H -13.40 10.01 7.19
H -7.85 12.14 10.81
C -11.44 12.02 5.50
C -13.99 10.72 12.26
H -14.31 12.39 11.42
H -9.44 12.89 4.84
H -10.85 13.95 4.93
H -16.88 10.22 3.84
O -13.49 13.83 10.20
C -8.05 12.83 7.62
C -15.92 10.47 9.27
N -8.12 10.68 11.85
H -11.77 11.74 7.28
C -8.58 12.64 9.07
O -10.47 10.56 12.01
H -15.75 14.63 8.19
C -10.46 13.91 12.01
H -8.68 13.45 6.90
H -7.73 11.96 7.09
H -15.67 14.46 6.44
O -10.41 14.39 13.36
H -13.31 15.73 5.82
H -17.45 11.80 9.27
H -12.47 12.32 9.70
N -9.20 9.35 10.44
H -8.34 9.10 9.98
O -12.17 17.07 7.67
H -7.01 5.58 9.24
O -11.87 9.25 8.91
H -12.34 8.48 11.16
C -9.27 10.19 11.44
H -9.58 13.10 9.24
H -13.47 15.84 11.12
C -13.79 14.75 11.32
H -8.55 5.47 10.08
H -13.55 10.26 4.65
H -17.69 10.69 5.97
O -11.26 12.45 6.87
H -13.88 10.25 14.33
H -10.98 12.95 11.96
H -13.55 7.37 11.84
H -6.93 6.37 7.41
H -15.62 9.94 8.38
C -8.52 6.68 8.45
C -10.50 13.00 4.71
C -12.47 7.44 11.52
H -12.32 6.78 10.70
N -12.57 15.19 6.33
H -13.35 14.35 12.27
H -11.12 13.92 7.64
C -13.28 8.47 5.47
H -10.71 12.75 3.64
O -14.54 11.98 12.28
N -7.55 7.14 7.76
O -16.49 9.98 4.65
N -11.24 14.92 7.93
N -13.14 10.88 7.83
H -10.01 9.04 9.90
H -15.85 11.18 6.20
H -15.01 9.25 6.22
H -13.99 14.13 9.41
O -9.81 7.16 8.57
H -10.79 15.25 8.83
H -12.47 12.18 5.36
H -16.23 13.15 7.48
H -7.69 7.86 7.07
O -11.58 7.01 12.52
O -17.14 11.00 8.90
H -7.01 13.33 7.56
H -10.12 15.25 13.19
H -14.43 8.96 13.38
C -14.55 9.98 13.47
H -12.25 9.38 3.99
N -14.08 8.81 6.40
O -14.28 13.28 7.39
C -11.98 15.79 7.28

Computed properties:
Spin multiplicity: 1
Lowest unoccupied orbital energy (eV): 0.0
HOMO energy (eV): -9.02
Calculated total energy (eV): -62194.0647
ΔE to the lowest compared entry with this formula, charge and spin (eV): 2.819

=====

Please write out number 3 again, unchanged.
Entry from the Open Molecules 2025 dataset: a cluster of 14 separate species, C17H62N10O14 in total at a distorted geometry (ωB97M-V/def2-TZVPD).

CARTESIAN COORDINATES (ANGSTROEM)
H -17.08 11.94 5.05
H -8.11 10.93 12.85
H -11.42 11.19 10.35
H -11.09 14.59 11.41
H -15.57 10.17 13.66
N -12.06 11.41 9.61
H -15.99 9.69 10.09
O -12.52 7.29 5.52
H -15.20 11.18 9.60
H -14.16 8.16 7.19
C -12.38 10.47 8.82
N -8.06 5.71 9.26
C -15.49 13.97 7.38
H -13.70 11.70 7.74
H -11.30 10.94 5.29
H -9.49 13.69 11.49
H -12.91 10.80 12.25
H -14.14 10.30 11.30
H -8.84 11.64 9.13
H -12.31 14.26 6.00
N -13.02 9.44 4.69
H -14.87 14.94 11.59
H -13.62 13.94 7.39
C -16.73 11.04 5.54
H -7.25 10.40 11.47
H -10.61 7.12 12.31
O -7.65 12.83 10.08
H -13.40 10.01 7.19
H -7.85 12.14 10.81
C -11.44 12.02 5.50
C -13.99 10.72 12.26
H -14.31 12.39 11.42
H -9.44 12.89 4.84
H -10.85 13.95 4.93
H -16.88 10.22 3.84
O -13.49 13.83 10.20
C -8.05 12.83 7.62
C -15.92 10.47 9.27
N -8.12 10.68 11.85
H -11.77 11.74 7.28
C -8.58 12.64 9.07
O -10.47 10.56 12.01
H -15.75 14.63 8.19
C -10.46 13.91 12.01
H -8.68 13.45 6.90
H -7.73 11.96 7.09
H -15.67 14.46 6.44
O -10.41 14.39 13.36
H -13.31 15.73 5.82
H -17.45 11.80 9.27
H -12.47 12.32 9.70
N -9.20 9.35 10.44
H -8.34 9.10 9.98
O -12.17 17.07 7.67
H -7.01 5.58 9.24
O -11.87 9.25 8.91
H -12.34 8.48 11.16
C -9.27 10.19 11.44
H -9.58 13.10 9.24
H -13.47 15.84 11.12
C -13.79 14.75 11.32
H -8.55 5.47 10.08
H -13.55 10.26 4.65
H -17.69 10.69 5.97
O -11.26 12.45 6.87
H -13.88 10.25 14.33
H -10.98 12.95 11.96
H -13.55 7.37 11.84
H -6.93 6.37 7.41
H -15.62 9.94 8.38
C -8.52 6.68 8.45
C -10.50 13.00 4.71
C -12.47 7.44 11.52
H -12.32 6.78 10.70
N -12.57 15.19 6.33
H -13.35 14.35 12.27
H -11.12 13.92 7.64
C -13.28 8.47 5.47
H -10.71 12.75 3.64
O -14.54 11.98 12.28
N -7.55 7.14 7.76
O -16.49 9.98 4.65
N -11.24 14.92 7.93
N -13.14 10.88 7.83
H -10.01 9.04 9.90
H -15.85 11.18 6.20
H -15.01 9.25 6.22
H -13.99 14.13 9.41
O -9.81 7.16 8.57
H -10.79 15.25 8.83
H -12.47 12.18 5.36
H -16.23 13.15 7.48
H -7.69 7.86 7.07
O -11.58 7.01 12.52
O -17.14 11.00 8.90
H -7.01 13.33 7.56
H -10.12 15.25 13.19
H -14.43 8.96 13.38
C -14.55 9.98 13.47
H -12.25 9.38 3.99
N -14.08 8.81 6.40
O -14.28 13.28 7.39
C -11.98 15.79 7.28

Computed properties:
Spin multiplicity: 1
Lowest unoccupied orbital energy (eV): 0.0
HOMO energy (eV): -9.02
Calculated total energy (eV): -62194.0647
ΔE to the lowest compared entry with this formula, charge and spin (eV): 2.819